This record from the Open Molecules 2025 dataset describes a single C5H8O molecule. The level of theory is ωB97M-V with the def2-TZVPD basis set.

Atoms and positions in Å:
C: -0.337 0.510 0.924
C: 0.925 1.480 0.786
C: 1.014 0.375 -0.134
O: 0.441 -2.168 -0.498
C: -0.558 -1.341 -1.018
C: -0.309 0.129 -0.646
H: -0.342 -0.323 1.617
H: -1.199 1.164 1.042
H: 1.676 1.479 1.577
H: 0.572 2.491 0.551
H: 1.189 -1.555 -0.301
H: -1.521 -1.676 -0.609
H: -0.626 -1.432 -2.114
H: -0.925 0.866 -1.176

- Total energy: -7357.866 eV
- Spin multiplicity: 1
- Highest occupied orbital energy: -0.3050 Eh
- Net charge: 0
- Energy above the lowest of the compared OMol25 structures with the same formula, charge and spin: 101.23 kcal per mole

Here are the Mulliken charges for atoms 1 to 4, given in e: C -0.474; C -0.420; C -0.663; O -0.529

=====

This record from the Open Molecules 2025 dataset describes a single C5H8O molecule. The level of theory is ωB97M-V with the def2-TZVPD basis set.

Atoms and positions in Å:
O: 2.385 -0.111 -1.038
C: 1.901 0.425 -0.067
C: 0.569 0.056 0.523
C: -0.149 -1.152 -0.102
C: -1.445 -0.321 -0.204
C: -0.635 0.960 0.101
H: 2.434 1.261 0.436
H: 0.666 -0.005 1.613
H: 0.288 -1.394 -1.074
H: -0.192 -2.057 0.509
H: -1.934 -0.323 -1.181
H: -2.178 -0.584 0.564
H: -0.444 1.514 -0.823
H: -1.015 1.661 0.850

- Total energy: -7361.074 eV
- Spin multiplicity: 1
- Highest occupied orbital energy: -0.3581 Eh
- Net charge: 0
- Energy above the lowest of the compared OMol25 structures with the same formula, charge and spin: 27.24 kcal per mole

Here are the Mulliken charges for atoms 1 to 4, given in e: O -0.478; C -0.203; C 0.248; C -0.733

=====

Repeat the second record exactly.
This record from the Open Molecules 2025 dataset describes a single C5H8O molecule. The level of theory is ωB97M-V with the def2-TZVPD basis set.

Atoms and positions in Å:
O: 2.385 -0.111 -1.038
C: 1.901 0.425 -0.067
C: 0.569 0.056 0.523
C: -0.149 -1.152 -0.102
C: -1.445 -0.321 -0.204
C: -0.635 0.960 0.101
H: 2.434 1.261 0.436
H: 0.666 -0.005 1.613
H: 0.288 -1.394 -1.074
H: -0.192 -2.057 0.509
H: -1.934 -0.323 -1.181
H: -2.178 -0.584 0.564
H: -0.444 1.514 -0.823
H: -1.015 1.661 0.850

- Total energy: -7361.074 eV
- Spin multiplicity: 1
- Highest occupied orbital energy: -0.3581 Eh
- Net charge: 0
- Energy above the lowest of the compared OMol25 structures with the same formula, charge and spin: 27.24 kcal per mole

Here are the Mulliken charges for atoms 1 to 4, given in e: O -0.478; C -0.203; C 0.248; C -0.733

=====

Q: What is the formula in the second record?
A: C5H8O

=====

Q: Among the records above, which one has the highest total energy?
A: number 1

=====

Q: Among the records above, which one has the lowest total energy?
A: number 2